(1)
The following is a DFT calculation (ωB97M-V/def2-TZVPD) of a single C3H5N3S molecule at a distorted geometry.

Structure (ORCA input):
```
! wB97M-V def2-TZVPD RIJCOSX def2/J DEFGRID3
* xyz 0 1
C 1.272 -1.584 -0.110
C 1.339 0.231 1.428
C -0.502 0.144 -0.164
N 2.680 -1.417 2.734
N 0.736 -0.444 0.321
N 1.981 -0.451 2.328
S 2.653 -0.030 3.835
H 0.504 -2.052 -0.875
H 1.221 1.310 1.705
H -1.262 -0.488 0.103
H -0.705 1.019 0.340
H -0.441 0.297 -1.227
*
```

Properties
Energy ... -679.50584 Ha
ΔE to the lowest compared entry with this formula, charge and spin ... 733.5 kJ/mol
HOMO level (spin up / spin down) ... -8.22 / -8.23 eV
Maximum force ... 0.05267 hartree/bohr

natural (NBO) atomic charge list, values in e, 5 entries: -0.069 0.070 -0.410 -0.274 -0.423

---

(2)
The following is a DFT calculation (ωB97M-V/def2-TZVPD) of a single C3H5N3S molecule at a distorted geometry.

Structure (ORCA input):
```
! wB97M-V def2-TZVPD RIJCOSX def2/J DEFGRID3
* xyz 0 1
C -1.316 -0.283 -0.184
C 0.890 0.771 0.333
C 1.671 -0.391 -0.267
H -2.987 -1.034 0.015
H -0.961 1.650 -0.250
H 0.872 0.658 1.390
H 1.363 1.747 0.134
H 2.730 -0.390 -0.443
N -2.560 -0.118 -0.161
N -0.417 0.783 -0.308
N 1.138 -1.530 -0.391
S -0.423 -1.864 0.133
*
```

Properties
Energy ... -679.73293 Ha
SMILES ... [H]/N=C1/NCC=NS1
ΔE to the lowest compared entry with this formula, charge and spin ... 137.3 kJ/mol
HOMO level ... -8.96 eV
Maximum force ... 0.05149 hartree/bohr

natural (NBO) atomic charge list, values in e, 5 entries: 0.304 -0.289 0.116 0.349 0.404

---

(3)
The following is a DFT calculation (ωB97M-V/def2-TZVPD) of a single C3H5N3S molecule at a distorted geometry.

Structure (ORCA input):
```
! wB97M-V def2-TZVPD RIJCOSX def2/J DEFGRID3
* xyz 0 1
C -1.266 -0.995 -0.145
C -1.345 0.390 -0.292
C 0.039 0.870 -0.122
H 2.922 -0.245 0.975
H 0.326 -2.233 0.484
H -2.137 -1.660 -0.107
H -2.234 0.984 -0.444
H -0.148 2.806 -0.098
N 0.798 -0.274 0.117
N 0.034 -1.425 -0.087
N 0.551 2.046 0.029
S 2.461 -0.265 -0.311
*
```

Properties
Energy ... -679.69599 Ha
SMILES ... [H]/N=c1\cc[nH]n1S
ΔE to the lowest compared entry with this formula, charge and spin ... 234.2 kJ/mol
HOMO level ... -7.88 eV
Maximum force ... 0.05238 hartree/bohr

natural (NBO) atomic charge list, values in e, 5 entries: 0.020 -0.376 0.371 0.117 0.401

---

(4)
The following is a DFT calculation (ωB97M-V/def2-TZVPD) of a single C3H5N3S molecule at a distorted geometry.

Structure (ORCA input):
```
! wB97M-V def2-TZVPD RIJCOSX def2/J DEFGRID3
* xyz 0 1
C -0.469 -0.339 -0.055
C 0.503 -0.128 -1.185
C 1.527 0.882 -0.863
H -0.855 -0.375 2.961
H 0.135 1.394 0.875
H -0.933 -2.099 -0.662
H -0.065 0.151 -2.064
H 1.019 -1.050 -1.534
N -0.511 0.657 0.883
N -1.154 -1.401 0.054
N 2.295 1.705 -0.652
S -1.492 0.604 2.242
*
```

Properties
Energy ... -679.73738 Ha
SMILES ... [H]/N=C(\CC#N)NS
ΔE to the lowest compared entry with this formula, charge and spin ... 125.6 kJ/mol
HOMO level ... -9.40 eV
Maximum force ... 0.02528 hartree/bohr

natural (NBO) atomic charge list, values in e, 5 entries: 0.438 -0.579 0.269 0.104 0.414

---

(5)
The following is a DFT calculation (ωB97M-V/def2-TZVPD) of a gas-phase ion, C3H5N4 (charge +1) at a distorted geometry.

Structure (ORCA input):
```
! wB97M-V def2-TZVPD RIJCOSX def2/J DEFGRID3
* xyz 1 1
C 0.399 0.099 -1.139
C -0.354 0.734 -0.021
C -0.297 0.051 1.374
N -2.197 2.229 -0.318
N -0.099 0.352 -3.457
N 0.013 0.083 -2.319
N -1.307 1.564 -0.162
H 1.190 -0.588 -0.835
H 0.699 -0.206 1.804
H -0.956 0.542 2.125
H -0.838 -0.901 1.083
H -0.507 -0.187 -4.272
*
```

Properties
Energy ... -335.90048 Ha
SMILES ... [H]/N=N/C=C(/C)[N+]#N
ΔE to the lowest compared entry with this formula, charge and spin ... 452.4 kJ/mol
HOMO level (spin up / spin down) ... -13.23 / -13.23 eV
Maximum force ... 0.08643 hartree/bohr

natural (NBO) atomic charge list, values in e, 5 entries: 0.074 -0.089 -0.621 0.160 -0.133

---

(6)
The following is a DFT calculation (ωB97M-V/def2-TZVPD) of a gas-phase ion, C3H5N4 (charge +1) at a distorted geometry.

Structure (ORCA input):
```
! wB97M-V def2-TZVPD RIJCOSX def2/J DEFGRID3
* xyz 1 1
C 0.240 -0.595 -0.944
C -0.614 -0.329 1.440
C 0.585 0.574 -1.746
N -0.130 -1.710 -0.646
N -0.854 -1.531 1.326
N -0.650 -2.355 0.329
N -0.390 0.784 1.964
H -0.187 1.300 -1.634
H 0.785 0.181 -2.709
H 1.533 1.092 -1.425
H 0.517 1.020 2.425
H -0.834 1.570 1.620
*
```

Properties
Energy ... -335.87507 Ha
ΔE to the lowest compared entry with this formula, charge and spin ... 519.1 kJ/mol
HOMO level ... -13.67 eV
Maximum force ... 0.10117 hartree/bohr

natural (NBO) atomic charge list, values in e, 5 entries: 0.463 0.512 -0.726 -0.065 -0.106

---

(7)
The following is a DFT calculation (ωB97M-V/def2-TZVPD) of a single C3H5N5 molecule at a distorted geometry.

Structure (ORCA input):
```
! wB97M-V def2-TZVPD RIJCOSX def2/J DEFGRID3
* xyz 0 1
C 1.314 0.985 -0.218
C 0.508 -0.327 -0.092
C -0.231 -2.291 0.347
H -0.619 3.342 -0.495
H -1.124 1.791 0.199
H 2.337 0.824 -0.110
H -0.477 -3.361 0.823
H -2.283 -1.564 0.485
N -0.516 2.362 -0.418
N 0.760 2.138 -0.271
N 0.908 -1.595 0.294
N -1.325 -1.456 0.366
N -0.881 -0.198 -0.130
*
```

Properties
Energy ... -391.00769 Ha
SMILES ... N/N=C\c1nc[nH]n1
ΔE to the lowest compared entry with this formula, charge and spin ... 290.7 kJ/mol
HOMO level ... -8.51 eV
Maximum force ... 0.11347 hartree/bohr

natural (NBO) atomic charge list, values in e, 5 entries: -0.048 0.255 0.198 0.367 0.391

---

(8)
The following is a DFT calculation (ωB97M-V/def2-TZVPD) of a single C3H5N5 molecule at a distorted geometry.

Structure (ORCA input):
```
! wB97M-V def2-TZVPD RIJCOSX def2/J DEFGRID3
* xyz 0 1
C -0.266 -1.514 -0.080
C 1.377 -0.128 -0.019
C 0.102 0.699 -0.072
H -2.310 0.432 0.975
H -2.652 0.432 -0.700
H -0.865 -2.408 -0.053
H 3.249 -0.517 0.078
H 0.892 2.444 0.039
N -2.210 -0.042 0.072
N -0.897 -0.267 -0.163
N 1.025 -1.435 -0.004
N 2.574 0.322 -0.002
N -0.019 1.984 -0.073
*
```

Properties
Energy ... -391.05082 Ha
SMILES ... [H]/N=C1\N=CN(N)\C1=N\[H]
ΔE to the lowest compared entry with this formula, charge and spin ... 177.5 kJ/mol
HOMO level ... -9.30 eV
Maximum force ... 0.06108 hartree/bohr

natural (NBO) atomic charge list, values in e, 5 entries: 0.319 0.309 0.339 0.368 0.374

---

Copy entry 3 word for word.
The following is a DFT calculation (ωB97M-V/def2-TZVPD) of a single C3H5N3S molecule at a distorted geometry.

Structure (ORCA input):
```
! wB97M-V def2-TZVPD RIJCOSX def2/J DEFGRID3
* xyz 0 1
C -1.266 -0.995 -0.145
C -1.345 0.390 -0.292
C 0.039 0.870 -0.122
H 2.922 -0.245 0.975
H 0.326 -2.233 0.484
H -2.137 -1.660 -0.107
H -2.234 0.984 -0.444
H -0.148 2.806 -0.098
N 0.798 -0.274 0.117
N 0.034 -1.425 -0.087
N 0.551 2.046 0.029
S 2.461 -0.265 -0.311
*
```

Properties
Energy ... -679.69599 Ha
SMILES ... [H]/N=c1\cc[nH]n1S
ΔE to the lowest compared entry with this formula, charge and spin ... 234.2 kJ/mol
HOMO level ... -7.88 eV
Maximum force ... 0.05238 hartree/bohr

natural (NBO) atomic charge list, values in e, 5 entries: 0.020 -0.376 0.371 0.117 0.401